The following is a DFT calculation (the ωB97M-V functional and the def2-TZVPD basis) of C3H6N2 in the gas phase.

Properties
Structure (SMILES) = CNCC#N
E = -227.38256 Ha
Relative energy (zero: lowest compared OMol25 entry of this formula, charge and spin) = 1.150 eV

Last columns: bonded neighbours and bond lengths (Å).
Geometry (Å):
1 C 0.4205 1.2402 -0.5658  H4 1.117, H5 1.121, H6 1.127, N10 1.461
2 C -0.7824 -0.7506 0.3677  C3 1.495, H8 1.087, H9 1.102, N10 1.471
3 C 0.2833 -1.2733 1.2770  C2 1.495, N11 1.175
4 H -0.3213 1.8039 0.0508  C1 1.117
5 H 1.4039 1.0307 -0.0711  C1 1.121
6 H 0.6129 1.7021 -1.5754  C1 1.127
7 H 0.2623 -0.4954 -1.5222  N10 1.004
8 H -1.4573 -1.5345 0.0349  C2 1.087
9 H -1.3512 0.0111 0.9241  C2 1.102
10 N -0.2627 -0.0290 -0.8045  C1 1.461, C2 1.471, H7 1.004
11 N 1.1917 -1.7052 1.8847  C3 1.175

Atomic partial charges in e from the Mulliken method, atoms 1 to 5: number 1, C, carries -0.781; number 2, C, carries -0.438; number 3, C, carries 0.378; number 4, H, carries 0.258; number 5, H, carries 0.300